[1]
34
Properties=species:S:1:pos:R:3 method="wB97M-V/def2-TZVPD" max_force_ev_per_a=6.4 charge=-2 homo_lumo_gap_ev=6.5435 lumo_energy_ev=4.57 homo_energy_ev=-1.977
Br -2.24 -4.25 4.36
S -2.25 -1.20 1.79
S -1.00 -0.68 -0.65
O 0.13 0.24 -1.13
O -2.05 -0.57 -1.69
O -2.91 -2.31 1.09
O -0.90 -3.29 -1.31
O 0.70 0.55 2.73
O -2.06 -1.63 5.23
O 0.66 3.06 -3.73
O 0.72 -2.72 0.06
O -3.30 -0.47 2.56
N -1.48 -0.07 0.84
C 2.89 1.43 2.21
C 0.92 2.16 -4.79
C -0.39 1.56 -5.29
C -1.03 -1.75 3.05
C -1.76 -2.33 4.32
C 1.80 0.45 1.83
C -0.27 -2.40 -0.61
H -0.51 -0.81 3.42
H -0.21 0.86 -6.11
H 1.44 0.64 0.81
H 3.24 1.24 3.23
H 1.41 2.71 -5.60
H -1.07 2.34 -5.63
H -0.22 -2.41 2.66
H -0.89 1.02 -4.48
H 2.17 -0.58 1.87
H 2.52 2.46 2.19
H 3.74 1.35 1.53
H 0.37 1.45 2.68
H 1.60 1.38 -4.44
H 0.23 2.56 -3.02

[2]
35
Properties=species:S:1:pos:R:3 method="wB97M-V/def2-TZVPD" max_force_ev_per_a=2.0 charge=-1 homo_lumo_gap_ev="2.1093 / 10.0743" de_lowest_kcal_mol=5.9 lumo_energy_ev="2.34 / 2.31" multiplicity=2 homo_energy_ev="0.232 / -7.760"
Cl -1.82 3.57 -1.35
Cl 1.08 -0.18 0.21
Cl 3.09 -0.08 -3.98
Cl 2.40 2.69 -3.14
Cl -1.35 -0.07 -1.49
Cl -3.21 -1.92 5.44
Cl 2.52 -3.55 2.07
Cl 0.41 4.01 0.55
Cl -2.77 0.84 -6.13
Cl -0.66 1.29 -4.24
Cl 1.11 0.55 4.31
Cl -1.23 0.89 2.56
Cl 0.22 -4.18 0.31
Cl -1.44 -2.46 3.12
C 2.44 0.93 -2.69
C 1.92 -4.46 0.65
C -1.57 -2.01 4.77
C -0.51 -0.90 -0.14
C -2.43 1.48 -4.54
C -0.17 3.33 -0.96
C 0.48 1.54 3.01
H 1.40 0.64 -2.54
H 0.35 2.51 3.48
H -1.02 -2.67 5.44
H -2.89 0.80 -3.82
H 2.11 -5.51 0.89
H -1.15 -1.01 0.73
H 2.51 -4.14 -0.21
H 1.07 1.70 2.11
H -1.09 -1.03 4.88
H -2.69 2.53 -4.40
H 0.41 3.62 -1.84
H 3.06 0.92 -1.79
H -0.11 2.26 -0.75
H -0.46 -1.92 -0.53

[3]
35
Properties=species:S:1:pos:R:3 method="wB97M-V/def2-TZVPD" max_force_ev_per_a=2.0 homo_lumo_gap_ev=11.0182 smiles=ClCCl.ClCCl.ClCCl.ClCCl.ClCCl.ClCCl.ClCCl de_lowest_kcal_mol=33.9 lumo_energy_ev=0.11 homo_energy_ev=-10.911
Cl 7.56 3.74 0.68
Cl -0.79 -2.31 0.08
Cl -0.49 6.06 -2.19
Cl 0.99 3.74 -3.06
Cl 4.98 3.01 2.08
Cl -6.59 0.46 7.77
Cl 4.93 -1.50 -4.07
Cl 1.61 -10.11 -0.26
Cl 5.14 -3.98 -2.39
Cl -7.31 4.94 -4.49
Cl -3.07 -0.66 0.30
Cl -4.08 0.45 9.22
Cl -1.16 -10.14 -1.23
Cl -4.82 4.20 -6.07
C 6.69 3.60 2.26
C 1.09 5.62 -2.81
C 5.02 -2.18 -2.42
C -1.45 -0.88 0.96
C 0.15 -9.11 -0.74
C -6.16 3.64 -5.03
C -5.12 -0.47 8.09
H -1.51 -1.14 2.02
H -4.54 -0.60 7.18
H -5.71 3.13 -4.19
H -6.70 2.91 -5.63
H 5.88 -1.75 -1.90
H -0.16 -8.41 0.03
H 4.17 -1.80 -1.84
H 1.34 6.13 -3.74
H -0.80 -0.03 0.75
H 6.74 4.58 2.74
H 1.73 5.86 -1.95
H -5.33 -1.43 8.56
H 0.49 -8.58 -1.63
H 7.30 3.00 2.94

[4]
34
Properties=species:S:1:pos:R:3 method="wB97M-V/def2-TZVPD" max_force_ev_per_a=10.6 charge=+1 homo_lumo_gap_ev=7.1257 lumo_energy_ev=-5.84 homo_energy_ev=-12.964
Cl -3.40 -2.58 -0.69
Cl -5.03 -0.83 1.75
S 1.06 0.37 -0.94
P 2.63 1.82 -1.37
F -2.09 2.86 0.06
F 1.61 2.03 1.74
O -0.66 1.52 2.39
O 2.85 1.92 -3.11
O 2.21 3.44 -0.83
O -0.56 -1.96 0.55
O -1.04 2.25 -2.04
N -0.21 1.05 0.04
N 4.02 1.26 -0.69
C 0.26 1.55 1.39
C -3.91 -0.87 -0.75
C 1.85 -1.05 0.07
C -1.07 2.05 -0.70
C -3.81 -0.20 0.61
C 1.35 -3.32 1.44
C 0.80 -1.79 1.08
H -4.01 0.87 0.50
H 2.18 -1.86 -0.74
H 1.42 -3.96 0.46
H 2.80 -0.69 0.66
H -3.24 -0.37 -1.46
H 0.73 -1.22 2.12
H 0.63 -3.87 2.21
H -4.92 -0.84 -1.15
H 1.96 2.22 -3.53
H -0.52 -2.23 -0.42
H 4.36 2.01 -0.03
H -2.82 -0.33 1.06
H 2.14 4.03 -1.64
H 2.42 -3.30 1.94

[5]
31
Properties=species:S:1:pos:R:3 method="wB97M-V/def2-TZVPD" max_force_ev_per_a=1.3 charge=-1 homo_lumo_gap_ev="6.3143 / 5.6034" lumo_energy_ev="2.24 / 1.29" multiplicity=2 homo_energy_ev="-4.078 / -4.315"
Tl -0.64 1.23 2.03
Sb 1.67 -0.20 4.53
Cl 2.19 1.88 0.98
Cl 3.02 4.67 1.24
S 0.62 1.95 4.58
S 0.58 -1.24 2.65
S -0.54 1.40 -1.51
S 0.24 -2.27 -1.78
S 3.91 0.10 4.00
S -2.81 -0.74 0.11
C 0.96 0.45 -1.94
C 1.17 -0.83 -1.14
C -0.84 -2.75 -0.38
C 2.99 3.08 2.02
C -3.06 0.21 -1.43
C -2.31 -2.38 -0.54
C -1.84 0.40 -2.31
H 1.77 1.15 -1.74
H -1.40 -0.56 -2.57
H -2.63 -2.41 -1.58
H 2.43 3.13 2.95
H -3.85 -0.30 -2.00
H 0.93 0.25 -3.02
H 4.01 2.75 2.19
H -0.75 -3.83 -0.32
H 0.90 -0.70 -0.09
H -0.41 -2.33 0.53
H -2.91 -3.09 0.03
H 2.23 -1.11 -1.18
H -3.45 1.17 -1.08
H -2.14 0.92 -3.22

[6]
32
Properties=species:S:1:pos:R:3 method="wB97M-V/def2-TZVPD" max_force_ev_per_a=4.8 charge=+4 homo_lumo_gap_ev=1.5697 lumo_energy_ev=-19.35 homo_energy_ev=-20.923
Hf 4.34 4.83 0.38
Cl 0.96 2.70 0.91
O 1.45 1.65 0.04
O 1.84 3.83 0.60
O -2.87 5.89 -3.31
O 1.11 2.37 2.28
O -0.39 3.08 0.51
O -2.65 7.42 -1.88
N -2.46 6.28 -2.24
N 0.95 -1.80 1.13
N -0.46 -3.29 0.26
C 0.82 -1.54 -0.21
C -1.43 5.47 -1.55
C 0.24 -2.93 1.37
C -0.50 -5.61 -0.61
C 1.78 -1.10 2.09
C -1.27 -4.53 0.16
C -0.05 -2.53 -0.76
H -0.62 6.18 -1.35
H 1.36 -0.72 -0.67
H 2.66 -0.76 1.56
H -2.20 -4.32 -0.39
H -0.71 -5.43 -1.67
H -0.89 -6.61 -0.41
H -1.74 -4.87 1.08
H -0.43 -2.56 -1.77
H -1.10 4.70 -2.25
H 1.25 -0.26 2.55
H -1.75 5.06 -0.59
H 0.58 -5.50 -0.53
H 2.07 -1.79 2.88
H 0.12 -3.31 2.38

[7]
24
Properties=species:S:1:pos:R:3 method="wB97M-V/def2-TZVPD" max_force_ev_per_a=5.7 homo_lumo_gap_ev="5.4544 / 8.9126" de_lowest_kcal_mol=110.2 lumo_energy_ev="-0.99 / 0.69" homo_energy_ev="-6.448 / -8.225"
Cl 2.11 -1.38 1.29
O -0.36 0.71 -0.79
N 0.48 -1.74 1.02
C -0.53 -0.19 2.85
C -1.80 -1.09 1.02
C -0.31 -0.70 1.38
C 2.10 0.61 -1.38
C -0.12 0.79 0.54
C 0.65 0.51 -1.66
C 0.18 0.08 -2.99
H 0.33 0.16 3.22
H -0.83 0.22 -3.12
H 0.86 0.98 0.83
H -2.17 -1.88 1.53
H -2.57 -0.39 1.28
H 2.40 1.60 -1.54
H -1.18 0.62 2.99
H 2.22 0.39 -0.26
H 0.61 -1.05 -3.12
H 2.56 -0.02 -2.10
H -0.77 1.44 1.22
H -1.77 -1.37 -0.14
H -0.86 -1.12 3.50
H 0.50 0.62 -3.86

[8]
25
Properties=species:S:1:pos:R:3 method="wB97M-V/def2-TZVPD" max_force_ev_per_a=1.4 homo_lumo_gap_ev="3.5040 / 3.2469" de_lowest_kcal_mol=93.7 lumo_energy_ev="-1.89 / -1.88" multiplicity=4 homo_energy_ev="-5.393 / -5.130"
Cr -2.22 -0.50 1.05
S -0.15 -1.34 0.33
P -1.32 0.59 3.15
O 1.30 -1.04 0.36
C 2.17 1.84 -1.27
C -0.53 -2.02 -1.28
C 1.10 2.29 -0.47
C 0.28 1.83 -2.60
C -0.10 2.28 -1.30
C -0.50 -2.68 1.46
C 1.68 1.56 -2.59
H -1.59 -2.28 -1.40
H 0.09 -2.92 -1.40
H 0.38 -2.77 2.09
H -1.38 -2.47 2.10
H 3.21 1.73 -0.96
H -1.09 2.60 -0.99
H 1.16 2.61 0.57
H -0.38 1.75 -3.46
H -0.01 1.15 3.22
H -1.34 -0.23 4.33
H 2.26 1.17 -3.43
H -0.65 -3.61 0.89
H -2.09 1.70 3.63
H -0.27 -1.25 -2.02

[9]
32
Properties=species:S:1:pos:R:3 method="wB97M-V/def2-TZVPD" max_force_ev_per_a=3.9 homo_lumo_gap_ev=6.2657 lumo_energy_ev=-1.34 homo_energy_ev=-7.605
Cs -3.43 -0.45 3.21
Nb -0.09 1.45 0.49
S 0.01 2.92 -2.93
P -0.60 1.28 -2.05
F 4.05 1.67 0.28
F 2.63 0.95 -1.17
F 1.68 3.93 -0.14
F 3.54 2.91 -1.40
F 2.37 2.84 1.60
O -0.36 -1.99 -0.87
O -0.48 -3.75 0.51
C -2.08 0.42 0.90
C -2.06 -1.17 0.76
C 3.04 2.05 -0.51
C 0.19 -2.92 -0.08
C 1.88 2.68 0.33
C -1.72 -1.72 -0.61
C 1.68 -2.87 0.04
H -2.30 -2.62 -0.77
H 2.02 -1.85 0.11
H 0.88 -0.09 0.54
H -0.11 0.09 -2.64
H -0.94 3.06 0.77
H -2.88 0.85 0.29
H -1.45 -1.59 1.57
H -3.10 -1.52 0.94
H -2.37 0.67 1.95
H 0.07 1.40 2.31
H -2.07 -1.02 -1.35
H 2.11 -3.36 -0.82
H 1.93 -3.37 0.95
H -2.01 1.13 -2.22

[10]
25
Properties=species:S:1:pos:R:3 method="wB97M-V/def2-TZVPD" max_force_ev_per_a=4.5 charge=+1 homo_lumo_gap_ev=9.0124 de_lowest_kcal_mol=32.2 lumo_energy_ev=-2.99 homo_energy_ev=-12.003
I 1.75 1.71 0.06
F 0.75 -0.15 -1.86
O 0.95 -1.95 1.22
N -1.53 2.03 0.86
C -3.24 0.87 -0.54
C 0.55 -0.11 -0.53
C 4.03 -1.73 0.12
C -0.91 -0.11 -0.08
C 2.73 -2.13 -0.58
C -1.75 1.13 -0.36
C 1.55 -1.72 0.24
H 2.50 -1.79 -1.62
H -2.19 2.76 0.93
H 3.93 -1.97 1.10
H -3.39 0.63 -1.56
H 2.53 -3.12 -0.85
H 4.31 -0.75 0.11
H -1.27 -0.90 -0.67
H -1.44 1.46 1.65
H -0.84 -0.28 0.92
H -3.92 1.64 -0.03
H -0.51 2.34 0.89
H -3.61 -0.02 0.05
H -1.25 1.79 -1.07
H 4.77 -2.21 -0.45

[11]
25
Properties=species:S:1:pos:R:3 method="wB97M-V/def2-TZVPD" max_force_ev_per_a=5.0 homo_lumo_gap_ev=9.2640 de_lowest_kcal_mol=0.0 lumo_energy_ev=0.92 homo_energy_ev=-8.343
P 2.27 0.35 0.61
F -1.88 -2.71 -0.47
O -0.42 -0.52 1.08
O 1.23 -0.71 -0.44
C -2.42 1.21 -0.16
C -2.83 -0.16 0.39
C -1.84 -0.65 1.45
C 0.02 -1.19 -0.07
C 2.06 1.94 -0.32
C -0.66 -2.06 -0.85
C 3.73 -0.28 -0.27
H -1.92 -0.16 2.42
H 4.02 -0.06 -1.37
H 1.18 2.60 0.07
H -3.06 1.69 -0.95
H -2.99 -0.72 -0.58
H 4.63 0.04 0.12
H -2.03 -1.68 1.63
H -1.37 0.93 -0.68
H 3.92 -1.40 -0.21
H -2.25 1.91 0.72
H 2.79 2.53 0.11
H 1.89 1.68 -1.30
H -0.18 -2.70 -1.73
H -3.90 0.12 0.79

[12]
30
Properties=species:S:1:pos:R:3 method="wB97M-V/def2-TZVPD" max_force_ev_per_a=0.7 homo_lumo_gap_ev=9.4507 smiles="O=S1(=O)OCCO1.CCCOPCC(=O)I" lumo_energy_ev=0.51 homo_energy_ev=-8.940
I 0.72 0.66 1.38
S -2.02 -1.44 2.82
P 3.03 -0.23 -1.51
O -1.10 -2.31 2.19
O -1.29 -0.74 4.06
O 2.22 -0.21 -2.94
O 3.32 1.99 1.47
O -2.74 -0.47 2.08
O -3.07 -2.29 3.67
C -2.00 -1.00 5.28
C 1.07 0.62 -3.15
C -0.43 1.43 -4.98
C 2.84 1.49 -0.81
C 2.58 1.51 0.68
C -2.66 -2.34 5.05
C 0.39 0.24 -4.45
H 0.38 0.55 -2.30
H 2.02 2.06 -1.25
H 1.16 -0.01 -5.18
H 3.80 1.99 -0.93
H 1.40 1.66 -3.22
H 2.06 -0.86 -0.70
H -2.74 -0.21 5.42
H -3.53 -2.51 5.68
H -1.11 1.79 -4.21
H -1.00 1.15 -5.86
H -1.30 -1.00 6.11
H -1.95 -3.17 5.17
H -0.27 -0.61 -4.31
H 0.23 2.26 -5.24

Repeat the seventh record exactly.
24
Properties=species:S:1:pos:R:3 method="wB97M-V/def2-TZVPD" max_force_ev_per_a=5.7 homo_lumo_gap_ev="5.4544 / 8.9126" de_lowest_kcal_mol=110.2 lumo_energy_ev="-0.99 / 0.69" homo_energy_ev="-6.448 / -8.225"
Cl 2.11 -1.38 1.29
O -0.36 0.71 -0.79
N 0.48 -1.74 1.02
C -0.53 -0.19 2.85
C -1.80 -1.09 1.02
C -0.31 -0.70 1.38
C 2.10 0.61 -1.38
C -0.12 0.79 0.54
C 0.65 0.51 -1.66
C 0.18 0.08 -2.99
H 0.33 0.16 3.22
H -0.83 0.22 -3.12
H 0.86 0.98 0.83
H -2.17 -1.88 1.53
H -2.57 -0.39 1.28
H 2.40 1.60 -1.54
H -1.18 0.62 2.99
H 2.22 0.39 -0.26
H 0.61 -1.05 -3.12
H 2.56 -0.02 -2.10
H -0.77 1.44 1.22
H -1.77 -1.37 -0.14
H -0.86 -1.12 3.50
H 0.50 0.62 -3.86